Formula: C4H10N2O3S
Source: the Open Molecules 2025 dataset
Level of theory: ωB97M-V/def2-TZVPD

XYZ file:
```
20
Properties=species:S:1:pos:R:3:nbo_charge:R:1
S 1.032 1.456 0.720 2.37
O 1.335 2.096 -0.496 -0.96
O -0.364 1.526 1.163 -0.98
O 1.959 1.575 1.806 -0.94
N 0.280 -1.131 1.065 -0.57
N -0.430 -0.565 -1.466 -0.13
C 0.660 -0.976 2.434 -0.45
C -1.769 -0.239 -1.054 -0.50
C 0.667 -0.213 0.245 0.15
C 0.154 0.224 -2.466 -0.53
H 1.194 -0.156 -2.437 0.25
H -2.210 -0.981 -0.357 0.21
H -0.603 0.097 -3.253 0.21
H -0.241 -1.112 2.977 0.20
H 1.401 -1.741 2.745 0.21
H 0.291 1.377 -2.342 0.30
H -1.662 0.791 -0.657 0.28
H -0.378 -1.799 0.854 0.40
H 1.094 0.014 2.527 0.27
H -2.408 -0.244 -2.009 0.19
```

Values from the calculation:
Gap between HOMO and LUMO (spin up / spin down) = 7.517 / 7.385 eV
Energy relative to the best compared isomer or geometry (same formula, charge and spin) = 74.1 kJ/mol
HOMO (spin up / spin down) = -7.48 / -9.89 eV
2S+1 = 3